1.
{"formula": "C2H9NOS2", "method": "ωB97M-V/def2-TZVPD", "species": ["N", "C", "C", "S", "S", "H", "H", "H", "H", "H", "H", "H", "O", "H", "H"], "xyz": [[2.81232, -1.70930, 1.65279], [2.44318, -1.10507, 0.38920], [1.04787, -0.44080, 0.43957], [0.90067, 0.62366, -1.04544], [-1.19623, 0.93548, -1.10041], [2.40052, -1.28042, 2.46803], [2.68168, -2.70151, 1.68288], [2.42713, -1.89474, -0.36346], [3.20903, -0.42086, 0.02290], [1.01533, 0.27130, 1.25811], [0.32579, -1.24998, 0.41992], [-1.40110, 0.83061, 0.23428], [-4.59242, 0.14057, 1.24930], [-3.79193, 0.01013, 1.75249], [-4.48266, -0.23661, 0.37865]], "e_homo_ev": -8.523, "smiles": "NCCSS.O", "homo_lumo_gap_ev": 8.80}

2.
{"formula": "C5H9NO4", "method": "ωB97M-V/def2-TZVPD", "species": ["C", "C", "C", "C", "C", "N", "O", "O", "O", "O", "H", "H", "H", "H", "H", "H", "H", "H", "H"], "xyz": [[2.53905, 0.35272, -0.05308], [-0.34931, -1.30537, -0.17879], [-1.21523, -0.15320, -0.79553], [1.25101, 0.32134, 0.75392], [0.23746, 1.63178, -0.24517], [0.45638, -0.89764, 0.96771], [3.06283, 1.41380, -0.29668], [2.94796, -0.80763, -0.68064], [-0.30376, 0.85331, -1.21718], [-0.65425, 2.28014, 0.51388], [-1.01334, -2.25543, 0.23231], [0.26344, -1.72284, -0.88857], [-1.76894, -0.55379, -1.62449], [-2.03258, 0.33993, -0.06201], [1.51882, 0.68486, 1.74615], [0.92479, 2.22854, -0.64756], [-0.11468, -0.75380, 1.79386], [2.15804, -1.40731, -0.78762], [-0.74151, 1.89207, 1.38033]], "e_homo_ev": -8.575, "homo_lumo_gap_ev": 8.91}

3.
{"formula": "C19H19IN7O2Pt", "method": "ωB97M-V/def2-TZVPD", "species": ["Pt", "C", "C", "C", "C", "C", "H", "H", "H", "H", "H", "N", "C", "N", "C", "N", "C", "C", "C", "C", "N", "C", "N", "N", "N", "H", "H", "H", "H", "H", "H", "H", "H", "H", "H", "I", "C", "C", "C", "C", "C", "C", "C", "O", "O", "H", "H", "H", "H"], "xyz": [[0.32580, 0.65797, 2.02015], [-0.07975, -0.62386, 3.92022], [1.27790, -0.31248, 3.89430], [1.38928, 1.12316, 3.98669], [0.10256, 1.65886, 4.11471], [-0.81948, 0.59732, 4.03653], [-0.48271, -1.62277, 3.88474], [2.08976, -1.01943, 3.86806], [2.31630, 1.66950, 4.06952], [-0.12640, 2.70522, 4.24377], [-1.89229, 0.68338, 4.11509], [-0.87150, 2.08298, 1.39198], [-0.92627, 2.77913, 0.41289], [-0.96947, 3.45418, -0.59285], [-1.46616, 4.51158, -1.20269], [-1.87440, 5.41667, -1.78674], [-4.52801, -2.60210, -1.08548], [-3.70592, -1.72972, -2.02952], [-3.93111, -0.24542, -1.74809], [-2.21935, -2.08648, -1.99133], [-1.56902, -1.69709, -0.72510], [-0.97552, -0.55959, -0.41032], [-0.67552, -0.63127, 0.86700], [-1.09063, -1.83544, 1.33107], [-1.63814, -2.47108, 0.37143], [-5.58602, -2.35506, -1.17406], [-4.23801, -2.44936, -0.04409], [-4.41134, -3.66273, -1.31419], [-4.01128, -1.94076, -3.05742], [-3.76393, -0.01149, -0.69217], [-4.95962, 0.03139, -1.97622], [-3.28094, 0.39333, -2.35323], [-1.67891, -1.57206, -2.78437], [-2.06659, -3.15862, -2.09362], [-0.75945, 0.25955, -1.07753], [6.90022, 0.60437, -4.00475], [5.39108, 0.44742, -2.59511], [5.18891, -0.76221, -1.93924], [4.20082, -0.85744, -0.97404], [3.41441, 0.24904, -0.67433], [3.60478, 1.44903, -1.35483], [4.59482, 1.55188, -2.31768], [2.39650, 0.14192, 0.38911], [1.61751, 1.21684, 0.59177], [2.22626, -0.85392, 1.08649], [5.80226, -1.62031, -2.17717], [4.03404, -1.78691, -0.44601], [2.97689, 2.30025, -1.12732], [4.74762, 2.48264, -2.84606]], "e_homo_ev": -11.105, "total_charge": 1, "homo_lumo_gap_ev": 6.00}

4.
{"formula": "C3H4N4O2", "method": "ωB97M-V/def2-TZVPD", "species": ["O", "N", "C", "N", "C", "N", "C", "O", "N", "H", "H", "H", "H"], "xyz": [[1.86390, -1.41838, 0.46372], [2.40224, -0.33919, 0.13390], [1.70703, 0.75196, -0.19795], [0.43782, 1.45990, -0.12576], [-0.66134, 0.51784, 0.07616], [-0.70133, -0.87962, -0.10429], [-1.95432, -1.15634, -0.15097], [-2.69164, -0.15682, 0.09566], [-1.90446, 0.95822, 0.58495], [0.88078, -1.43527, -0.17952], [2.65473, 1.52532, -0.36576], [0.35103, 2.31030, 0.35190], [-2.38444, -2.13791, -0.58203]], "e_homo_ev": -8.426, "smiles": "O/N=C\\Nc1ncon1", "homo_lumo_gap_ev": 8.69}